No. 1
{"formula": "C13H26MnN6O6S", "method": "ωB97M-V/def2-TZVPD", "e_homo_ha": [-0.264, -0.272], "s2": 9.172, "multiplicity": 6, "e_tot_ev": -77274.4291, "homo_lumo_gap_ev": [6.927, 5.985], "lumo_ev": [-0.3, -1.4], "fmax_ev_per_a": 5.03, "elements": ["C", "H", "H", "N", "C", "H", "H", "H", "H", "O", "H", "N", "H", "H", "H", "C", "C", "O", "C", "O", "C", "N", "C", "C", "H", "H", "H", "H", "H", "H", "C", "H", "Mn", "H", "H", "C", "O", "C", "N", "H", "O", "H", "O", "N", "N", "H", "H", "H", "C", "S", "H", "C", "H"], "positions_angstrom": [[-1.307250, 2.288940, 3.121995], [3.490253, 0.490507, 4.183465], [1.744881, 1.572236, 0.590298], [1.538882, 0.339453, -0.828968], [1.245444, -1.612742, -1.989874], [-3.525789, -1.063940, 2.843353], [2.094660, -2.260274, -3.825286], [-4.210546, 0.166029, 1.737959], [-3.555079, 0.654655, 3.305895], [2.380837, 1.136970, -0.168573], [0.605649, -3.132104, -3.365888], [3.289840, -0.703653, 2.497307], [-1.234014, 3.282916, 2.658695], [5.518837, -1.800416, 0.387677], [-2.201063, -1.089267, -1.956593], [2.531120, -1.555551, 1.734733], [4.691271, -1.515438, 0.995353], [-2.099174, -1.883786, 0.773605], [-1.124247, 1.915780, -1.467688], [0.865105, 1.976315, 1.547025], [3.514012, -0.389408, -2.196547], [-0.157758, 1.251535, 1.212661], [2.691149, 0.094615, 3.546018], [-2.082818, 0.163353, 1.839759], [4.085289, -1.324249, -2.064170], [-0.392060, 2.723347, -1.313071], [-0.484666, 2.184560, 3.842960], [3.146356, -2.691801, 0.084463], [-2.261770, 2.214073, 3.652785], [-2.189756, 2.159640, -1.116469], [-3.412165, -0.039426, 2.469407], [2.102570, 0.925901, 3.119206], [-0.462791, 0.143217, -0.504492], [5.332128, -0.082554, 2.579387], [-1.159152, 1.706054, -2.527177], [2.120521, -0.522547, -1.687236], [-2.002408, -0.194727, -1.611439], [1.535045, -2.687505, -2.978890], [0.126295, -1.581351, -1.245549], [3.494188, -0.145525, -3.273056], [-3.352539, 1.576993, -0.800327], [-4.079237, 2.098816, -1.182648], [-0.655326, -2.699654, -1.230492], [3.418165, -2.028213, 0.786905], [-1.599321, -0.707627, 0.903033], [2.165081, -3.485110, -2.550043], [-2.893516, 0.500875, -1.357218], [-1.244940, -2.518196, -0.396085], [-1.210063, 1.251946, 2.066700], [0.882873, -1.765375, 1.918701], [2.004244, -0.539917, 4.124836], [4.600945, -0.678249, 2.069877], [4.016512, 0.425104, -1.660598]], "forces_ev_per_angstrom": [[-0.251, 0.085, 0.289], [-0.215, -0.113, -0.122], [0.765, 0.058, -0.601], [3.315, -1.814, -1.988], [-3.677, -0.877, 1.031], [0.048, 0.169, -0.197], [-0.151, -0.149, 0.245], [0.356, -0.134, 0.062], [0.030, -0.225, -0.203], [-0.201, 0.769, 0.228], [0.358, 0.124, 0.315], [-0.429, -0.469, -0.267], [0.062, -0.258, 0.151], [0.297, -0.025, -0.151], [0.072, 0.694, 0.512], [0.826, 0.771, -0.271], [-0.507, 0.548, 0.870], [-0.143, 1.474, 0.449], [2.758, 2.320, -0.156], [-1.168, -0.109, -0.107], [0.241, -0.018, 0.119], [0.291, 1.175, 1.833], [-0.110, 0.310, 0.333], [-0.254, -0.376, -0.599], [-0.151, 0.338, -0.110], [0.278, -0.199, 0.162], [-0.174, 0.061, -0.197], [-0.047, -0.051, 0.042], [0.286, 0.068, -0.089], [1.704, -0.274, 0.055], [-0.231, 0.089, 0.444], [0.314, -0.380, 0.147], [-0.893, 2.586, -1.614], [0.167, 0.038, -0.071], [0.261, -0.301, -0.312], [-1.094, 2.804, 1.909], [-1.730, -1.839, -1.349], [0.268, -0.162, -0.356], [3.561, -3.058, -1.798], [0.021, -0.141, 0.360], [-3.773, -0.881, 0.599], [0.152, -0.702, 0.139], [-0.398, 0.361, 0.034], [-0.483, 0.183, 0.820], [-1.463, -1.512, 2.155], [-0.286, 0.160, -0.096], [-0.043, 0.843, 0.270], [0.412, -0.246, -0.855], [0.561, -0.416, -0.834], [0.427, -0.571, -0.177], [0.327, 0.221, -0.128], [-0.174, -0.650, -0.760], [-0.111, -0.299, -0.167]], "mulliken_spin": [0.01, 0.00, 0.01, 0.02, 0.04, 0.00, 0.00, 0.00, 0.00, 0.01, 0.00, 0.00, 0.00, 0.00, 0.01, 0.01, 0.00, 0.36, -0.54, 0.28, 0.00, 0.22, 0.00, 0.06, 0.00, 0.01, 0.00, 0.00, 0.00, 0.04, 0.02, 0.00, 4.09, 0.00, 0.01, 0.07, 0.02, 0.01, -0.01, 0.00, 0.00, 0.00, 0.01, 0.01, 0.16, 0.00, 0.01, 0.01, 0.02, 0.02, 0.00, 0.00, 0.00]}

***

No. 2
{"formula": "C13H26N", "method": "ωB97M-V/def2-TZVPD", "e_homo_ha": -0.431, "total_charge": 1, "e_tot_ev": -15370.3191, "homo_lumo_gap_ev": 8.828, "lumo_ev": -2.9, "e_above_lowest_kj_mol": 1596.65, "fmax_ev_per_a": 17.49, "elements": ["H", "H", "H", "H", "H", "H", "H", "H", "H", "H", "H", "C", "H", "H", "H", "H", "N", "H", "C", "C", "H", "C", "H", "C", "C", "C", "H", "H", "H", "C", "H", "H", "C", "C", "H", "H", "C", "H", "C", "C"], "positions_angstrom": [[-3.439164, 1.569299, -1.397899], [-6.891932, 1.408747, 0.050652], [4.980308, -0.412860, -1.701855], [5.072113, -0.693032, 1.152783], [-1.547453, 1.641609, -1.174463], [-3.395824, 1.465412, 1.100145], [6.470464, -0.500588, -0.890901], [0.208484, 0.188487, -0.941583], [4.240378, 1.882827, -0.600436], [-3.669684, -1.441628, -1.016923], [-1.434901, -1.545868, -0.936335], [2.539732, -0.850632, -0.056490], [-1.390105, -1.553424, 1.081038], [2.742795, -0.445133, 1.946702], [2.637648, -0.481364, -1.137059], [-1.595986, 1.523452, 1.028000], [-2.506092, -0.076843, -0.015114], [-2.353862, 0.159408, 2.027617], [4.373523, 0.384167, 1.181162], [5.557040, 0.308467, -1.099200], [5.704336, 1.758097, 0.304714], [-5.845166, 0.707283, 0.027861], [4.704665, 0.946092, 1.898810], [2.942543, -0.002862, 0.896707], [5.006665, 1.223624, -0.106694], [-4.750508, 0.028334, -0.073903], [2.426015, 0.929876, 0.808576], [0.988349, -2.142355, -1.018267], [5.983405, 1.065752, -2.317156], [-1.313993, -0.962677, -0.204444], [1.091638, -1.768588, 0.944280], [0.271755, 0.176255, 0.799262], [-2.480011, 1.080292, -1.236681], [0.018415, -0.356352, 0.021325], [-3.702296, -1.628302, 0.633344], [3.213357, -1.818347, -0.210723], [-3.555636, -0.700952, -0.114191], [-2.330762, 0.096983, -2.272705], [1.247981, -1.328280, -0.103810], [-2.524972, 0.711760, 1.318938]], "forces_ev_per_angstrom": [[0.234, -0.073, 0.531], [3.717, -2.584, -0.066], [-0.932, 0.689, 0.761], [-1.914, 2.997, 0.435], [-0.425, -0.028, 0.150], [1.194, -2.049, 1.657], [-1.863, 2.855, 0.194], [-0.148, 0.823, 0.772], [0.555, -0.535, 0.692], [0.677, 1.624, 0.702], [-0.951, -4.653, -5.671], [4.282, -4.435, -9.219], [-0.200, 0.552, -4.121], [-0.866, 0.456, -1.257], [0.680, 0.523, 1.092], [-2.192, -2.434, 1.804], [11.213, 9.297, -0.258], [1.186, -5.682, 7.891], [2.360, -5.212, -8.589], [4.168, -1.667, -5.941], [4.040, 3.389, 1.951], [2.981, -1.603, -0.644], [0.549, 2.748, 5.004], [1.959, 3.850, 8.499], [-5.246, -3.659, -0.359], [-9.174, 5.388, 0.779], [-0.757, 0.808, 0.280], [1.015, 2.060, 2.671], [-0.833, -2.078, 3.752], [1.155, 2.912, 12.769], [0.156, -1.014, -1.293], [0.124, 3.100, 4.237], [1.257, -5.550, -2.585], [1.503, -1.332, -8.198], [0.731, 2.099, -0.611], [-0.961, 1.770, 0.834], [-12.097, -12.527, -1.587], [-0.498, 3.586, 2.960], [-7.590, -5.130, 1.675], [0.909, 10.717, -11.693]], "mulliken_charge": [0.42, 0.37, 0.30, 0.28, 0.41, 0.36, 0.25, 0.26, 0.26, 0.40, 0.66, 0.08, 0.31, 0.21, 0.19, 0.31, -0.16, 0.56, -1.12, -1.08, 0.45, -0.25, 0.53, -0.42, -0.43, -0.63, 0.25, 0.23, 0.25, -1.12, 0.26, 0.87, -0.68, -0.85, 0.46, 0.27, 0.13, 0.28, -0.88, -0.97]}

***

No. 3
{"formula": "C13H26N2O5S", "method": "ωB97M-V/def2-TZVPD", "e_homo_ha": -0.340, "e_tot_ev": -37955.5314, "homo_lumo_gap_ev": 9.848, "lumo_ev": 0.6, "e_above_lowest_kj_mol": 34.43, "smiles": "CCCS(=O)(=O)N1CCC[C@H](C(=O)NCC(OC)OC)C1", "fmax_ev_per_a": 1.16, "elements": ["C", "H", "H", "H", "O", "N", "H", "C", "H", "H", "H", "O", "H", "O", "H", "C", "C", "C", "H", "H", "H", "H", "N", "H", "O", "H", "C", "H", "C", "C", "H", "S", "H", "H", "H", "C", "H", "C", "H", "H", "H", "C", "H", "H", "C", "C", "O"], "positions_angstrom": [[0.867285, -1.548933, 1.035567], [-1.106413, -1.584327, -1.813272], [1.201369, -1.189415, -2.801799], [-3.596820, 3.685885, -0.374807], [-4.762000, 0.571675, -0.134614], [1.918719, -0.933829, 0.256423], [-2.393549, 3.188169, -1.599112], [-1.679936, -1.571629, 0.825068], [4.306865, -0.526864, 0.845144], [-4.107511, -1.397801, -0.323082], [1.288481, -2.428929, 1.533401], [2.262608, 1.146154, -1.167962], [-4.316660, 1.992469, 1.148521], [-2.778275, 1.792447, -0.212322], [-2.783249, 0.911532, 2.499953], [3.166238, 1.194847, 1.357220], [5.191270, 1.174131, -0.145381], [-0.351086, -1.953657, 0.175603], [-3.693156, -0.510929, 1.917865], [2.756984, 0.874304, 2.311119], [2.621385, -2.633646, -0.656205], [6.090710, 0.620623, -0.403230], [-1.815911, -0.263971, 1.097544], [-0.213886, -0.226805, -1.118923], [-2.537693, -2.403765, 1.061130], [-5.177378, -0.747273, -1.590187], [-3.759273, 1.211905, 0.600196], [-3.463860, -0.250630, -1.530771], [1.039739, -1.789362, -1.906716], [-3.028486, 0.304842, 1.623892], [-4.059792, 2.543876, -1.661838], [1.882654, 0.738166, 0.152114], [5.474432, 2.197716, 0.089185], [3.232374, 2.279527, 1.333560], [0.579740, -0.827989, 1.800703], [2.246362, -1.650656, -0.957640], [-0.368326, -3.041543, 0.053459], [4.493124, 0.529669, 1.046633], [4.527251, 1.191794, -1.004342], [5.139722, 0.594053, 1.925945], [0.927265, -2.832117, -2.208293], [-4.339189, -0.521645, -0.933769], [-1.094952, 0.399235, 0.833402], [3.053350, -1.101180, -1.439740], [-0.236432, -1.313882, -1.212600], [-3.244150, 2.861279, -1.005233], [0.640033, 1.246483, 0.678200]], "forces_ev_per_angstrom": [[-0.241, -0.120, 0.471], [-0.024, 0.095, 0.020], [0.027, -0.062, -0.048], [0.019, 0.002, -0.047], [-0.042, 0.152, -0.013], [-0.001, 1.154, -0.059], [-0.068, 0.082, -0.029], [0.462, -0.255, -0.040], [0.098, -0.034, 0.138], [-0.002, 0.021, -0.030], [-0.041, 0.109, -0.015], [0.165, -0.222, -0.181], [0.192, -0.135, -0.112], [0.064, -0.191, 0.220], [-0.082, -0.042, -0.034], [-0.428, -0.377, -0.544], [0.035, -0.135, 0.078], [-0.167, 0.032, -0.097], [0.079, 0.162, 0.036], [-0.092, 0.008, 0.117], [0.031, 0.100, 0.023], [0.105, 0.001, -0.048], [-0.023, 0.400, 0.058], [-0.183, -0.028, -0.095], [-0.240, -0.299, 0.038], [0.067, -0.045, -0.039], [-0.124, 0.017, 0.467], [-0.026, -0.036, -0.040], [-0.086, 0.077, 0.054], [-0.291, 0.169, -0.252], [0.065, 0.034, 0.012], [0.460, 0.012, 0.873], [0.053, 0.130, -0.021], [-0.106, 0.140, -0.008], [-0.077, -0.230, 0.088], [0.288, -0.096, -0.533], [-0.091, 0.137, 0.065], [0.190, 0.094, -0.189], [0.112, 0.036, -0.115], [-0.119, -0.064, 0.015], [-0.002, 0.000, -0.054], [0.007, -0.070, -0.018], [-0.031, -0.230, -0.045], [0.054, -0.246, -0.077], [0.090, -0.237, -0.077], [-0.099, 0.050, -0.075], [0.022, -0.063, 0.164]], "mulliken_charge": [-1.68, 0.49, 0.36, 0.31, -0.44, 0.16, 0.25, -0.22, 0.20, 0.26, 0.39, -0.65, 0.37, -0.18, 0.43, -0.83, -1.23, 0.99, 0.50, 0.32, 0.53, 0.34, 0.20, 0.21, -0.73, 0.35, 0.30, 0.18, -0.93, -1.17, 0.31, 1.02, 0.36, 0.51, 0.65, -0.82, 0.60, -0.21, 0.32, 0.39, 0.38, -0.63, 0.18, 0.38, -0.84, -0.87, -0.79]}

***

No. 4
{"formula": "C13H27AgF6O7", "method": "ωB97M-V/def2-TZVPD", "e_homo_ha": [-0.184, -0.179], "s2": 0.759, "total_charge": -1, "multiplicity": 2, "e_tot_ev": -48553.3960, "homo_lumo_gap_ev": [8.104, 6.583], "lumo_ev": [3.1, 1.7], "e_above_lowest_kj_mol": 43.60, "fmax_ev_per_a": 3.75, "elements": ["F", "H", "F", "H", "H", "H", "C", "H", "C", "H", "O", "C", "C", "F", "H", "H", "H", "H", "O", "F", "H", "O", "C", "H", "H", "H", "H", "H", "Ag", "H", "C", "H", "H", "H", "C", "O", "H", "C", "C", "C", "F", "O", "O", "C", "H", "F", "C", "H", "H", "C", "H", "H", "O", "H"], "positions_angstrom": [[2.740341, -2.231331, 2.312121], [-0.059106, 2.010034, -3.312163], [-3.613759, 0.820060, -2.457309], [-2.527151, 2.934759, 3.277317], [-0.967920, 2.171474, 3.507334], [2.906539, -0.609999, -0.311202], [3.140621, 1.409120, 1.434517], [0.994181, 4.265111, -1.685128], [1.952987, -1.989283, 3.377919], [0.521343, -3.459723, -2.711826], [-0.269095, -1.414256, 2.460259], [-2.024146, 1.966757, 3.339115], [-0.263286, -4.008430, -2.183822], [-4.026302, -0.990296, -3.530969], [-0.020750, -3.975188, -1.118982], [1.234230, 1.692874, -2.299004], [-0.310983, 0.760055, -2.108472], [0.614607, -0.365676, 3.969662], [-2.326615, -0.471733, -0.446106], [-2.058835, -0.100559, -3.669438], [-0.456112, 4.877882, -0.952008], [1.284323, 0.103404, 2.194339], [0.847889, -0.957905, 3.063827], [2.589895, 1.732161, 0.549890], [3.812063, 2.242813, 1.662641], [-1.908175, -3.268940, -3.395723], [-3.089455, 1.395726, 1.858370], [-1.559788, 2.632415, -1.388872], [-0.491257, 0.233320, 0.798545], [2.596159, -1.447644, -1.860276], [2.292135, 1.032881, 2.619501], [-0.495907, 4.372375, -2.620374], [-2.413747, 1.400800, 4.187645], [2.407401, -2.327710, -0.403040], [-0.088240, 4.111876, -1.641912], [-0.116536, 2.387813, 0.063140], [2.929847, 0.687773, 3.434242], [0.141794, 1.738033, -2.268887], [-2.610251, -1.190019, -1.577151], [-3.067691, -0.347114, -2.818230], [1.513445, -3.167436, 3.831032], [0.931808, -0.913901, -0.674650], [-1.412985, -1.921281, -1.885152], [2.272337, -1.323133, -0.819684], [-0.328238, -5.037938, -2.526280], [2.785463, -1.496231, 4.355507], [-1.556216, -3.234040, -2.355194], [-2.319904, -3.822627, -1.826041], [1.802291, 1.929871, 3.015084], [-0.473043, 2.687786, -1.245183], [3.777316, 0.571162, 1.147053], [-3.394743, -1.891698, -1.273017], [-2.171644, 1.258195, 2.109611], [0.332866, -1.462440, -1.202573]], "forces_ev_per_angstrom": [[-0.048, -0.120, 0.052], [-0.605, 0.250, 0.139], [0.167, 0.054, -0.089], [-0.046, 0.037, 0.101], [0.056, -0.165, -0.092], [0.046, -0.006, 0.030], [0.720, 0.174, -0.434], [0.060, -0.257, -0.009], [0.445, 0.425, -0.171], [0.186, -0.320, -0.087], [1.366, -0.461, 0.674], [0.211, 0.100, -0.258], [0.217, 1.143, 0.248], [-0.025, -0.260, -0.148], [0.128, -0.229, -0.022], [0.040, -0.109, 0.818], [0.454, -0.116, -0.050], [0.276, -0.643, 0.819], [-0.627, 0.278, -1.651], [-0.125, 0.180, -0.103], [-0.143, -0.215, 0.159], [2.527, 0.359, -0.028], [-3.201, 0.771, -0.563], [-0.440, -0.175, 0.202], [-0.019, -0.035, 0.272], [0.246, 0.227, -0.162], [0.110, -0.408, -0.532], [-0.185, -0.147, 0.177], [-0.612, 0.660, -0.648], [-0.166, 0.508, -0.173], [-0.496, 0.582, -0.115], [-0.031, -0.236, -0.068], [-0.028, -0.076, 0.003], [0.141, 0.134, 0.400], [0.282, 0.865, 0.489], [0.033, -0.671, 0.050], [-0.141, -0.519, -0.086], [-0.131, -0.408, -0.647], [1.088, 1.093, 3.413], [0.213, -0.268, 0.599], [-0.153, 0.252, -0.099], [0.557, -0.123, -0.605], [0.154, -0.707, -0.787], [-0.187, -0.948, -0.146], [-0.051, 0.018, -0.087], [-0.122, -0.211, -0.166], [-0.726, -1.095, -0.487], [-0.197, 0.506, 0.388], [-0.206, 0.029, -0.058], [0.166, 0.019, -0.666], [-0.006, -0.042, 0.011], [-0.351, -0.396, -0.828], [-0.600, 0.644, 0.980], [-0.221, 0.059, 0.041]], "mulliken_spin": [0.00, 0.00, 0.00, 0.00, 0.00, 0.00, 0.00, 0.00, 0.00, 0.00, 0.04, 0.00, 0.00, 0.00, 0.00, 0.00, 0.00, 0.00, 0.03, 0.00, 0.00, 0.00, 0.01, 0.00, 0.00, 0.00, 0.00, 0.01, 0.43, 0.00, 0.00, 0.00, 0.00, 0.00, 0.06, 0.48, 0.00, -0.02, -0.01, 0.00, 0.00, 0.01, 0.00, 0.00, 0.00, 0.00, 0.00, 0.00, 0.00, -0.04, 0.00, 0.00, 0.00, 0.00]}